Density functional theory data (ωB97M-V with the def2-TZVPD basis set) for a molecular structure, C33H32FN12O6PdS at a distorted geometry.

Element x y z (Å)
Pd -1.91664 -2.40127 2.45124
C -1.02263 -1.14401 -5.78520
C -1.75757 -0.30355 -4.75318
N -1.30829 -0.58123 -3.38890
C -2.08252 -1.31937 -2.58786
C -1.75922 -1.73106 -1.33452
C -2.87642 -2.33987 -0.54501
O -3.79697 -2.87681 -1.14857
O -2.94447 -2.13143 0.74271
C -0.39575 -1.55116 -0.87329
O 0.12339 -2.14959 0.06966
C 0.34021 -0.51931 -1.66582
C 1.43512 0.13137 -1.09120
C 1.99536 1.22549 -1.71517
F 2.86302 1.96173 -1.01371
C 1.62786 1.59755 -3.03635
C 0.57372 0.91511 -3.60373
C -0.12868 -0.06802 -2.90666
N 2.29361 2.61800 -3.74950
C 1.59240 3.43993 -4.71619
C 2.41049 3.47675 -6.01702
N 3.84900 3.24515 -5.64940
C 4.18806 4.00431 -4.39994
C 3.47406 3.30781 -3.23232
H -1.36258 -0.89035 -6.78932
H -1.21061 -2.20435 -5.61846
H 0.05471 -0.98151 -5.73441
H -2.82601 -0.50830 -4.78174
H -1.64279 0.76314 -4.95127
H -3.06009 -1.56725 -2.98116
H 1.78581 -0.15887 -0.11316
H 0.25982 1.17460 -4.60332
H 1.47300 4.45677 -4.32501
H 0.59683 3.06164 -4.92056
H 2.35166 4.44528 -6.50982
H 2.12803 2.69525 -6.72023
H 4.47021 3.47605 -6.42275
H 3.96119 2.25186 -5.43637
H 3.85801 5.02906 -4.55969
H 5.26577 3.99672 -4.26029
H 3.23097 4.07364 -2.47119
H 4.15223 2.59663 -2.76852
N -3.84082 -4.90137 0.92939
C -3.70764 -5.05755 2.23620
N -4.29905 -6.11787 2.79075
C -4.19435 -6.24029 4.10200
N -4.79079 -7.27496 4.69728
N -3.51829 -5.38103 4.90734
C -2.94334 -4.39521 4.27595
N -2.97870 -4.15257 2.95724
C -2.10126 -3.48868 5.08775
C -2.12377 -3.53859 6.46830
C -1.22887 -2.75911 7.17998
C -0.31226 -2.00070 6.47443
C -0.36482 -1.99431 5.09302
N -1.26851 -2.69268 4.40059
H -4.44001 -5.56319 0.46499
H -3.67300 -4.01572 0.46615
H -5.29291 -7.94333 4.14079
H -4.69924 -7.39924 5.68883
H -2.82632 -4.20355 6.94682
H -1.22907 -2.76656 8.26125
H 0.44037 -1.40767 6.97359
H 0.35532 -1.42094 4.53415
O 4.60720 4.21708 -0.50151
S 4.72905 3.54843 0.77950
O 4.79791 2.08372 0.68341
O 5.64918 4.15263 1.71216
C 3.10403 3.87999 1.53979
N 2.75854 5.16385 1.69230
C 1.57724 5.39887 2.25294
C 0.69537 4.37507 2.60988
C 1.14456 3.09704 2.34999
N 2.35256 2.85848 1.86430
C 0.33070 1.87302 2.48547
C -1.07106 1.82996 2.47270
C -1.71108 0.59057 2.43771
N -1.01596 -0.55300 2.41153
C 0.31545 -0.49036 2.43668
C 1.00643 0.67138 2.49518
H 1.30913 6.43898 2.40614
H -0.26911 4.58829 3.04812
H -1.66801 2.73017 2.44219
H -2.78857 0.50729 2.38655
H 0.83225 -1.43822 2.36910
H 2.08820 0.67538 2.46625

Kohn-Sham gap = 0.2317 Eh
Energy relative to the best compared isomer or geometry (same formula, charge and spin) = 39.2 kcal per mole
Net charge = +1
LUMO energy = -3.12 eV

Per-atom Mulliken charges, elementary charge units:
1 Pd 0.95
2 C -1.08
3 C -0.88
4 N 0.18
5 C 0.07
6 C -0.23
7 C 0.19
8 O -0.74
9 O -0.76
10 C 1.15
11 O -0.73
12 C 0.15
13 C -1.06
14 C 0.26
15 F 0.14
16 C -1.02
17 C -0.15
18 C -0.19
19 N 0.16
20 C -0.67
21 C -0.75
22 N -0.14
23 C -0.76
24 C -0.60
25 H 0.39
26 H 0.35
27 H 0.31
28 H 0.42
29 H 0.42
30 H 0.46
31 H 0.87
32 H 0.61
33 H 0.31
34 H 0.50
35 H 0.38
36 H 0.43
37 H 0.35
38 H 0.37
39 H 0.32
40 H 0.38
41 H 0.31
42 H 0.44
43 N -0.14
44 C 0.43
45 N -0.69
46 C 0.47
47 N -0.33
48 N -0.60
49 C 0.27
50 N -0.20
51 C 0.46
52 C -0.39
53 C -0.42
54 C -0.89
55 C -0.10
56 N -0.10
57 H 0.25
58 H 0.13
59 H 0.25
60 H 0.24
61 H 0.48
62 H 0.45
63 H 0.41
64 H 0.60
65 O -0.67
66 S 1.24
67 O -0.70
68 O -0.73
69 C 0.13
70 N -0.50
71 C -0.42
72 C -0.77
73 C 0.09
74 N -0.10
75 C 1.32
76 C -0.96
77 C -0.84
78 N 0.38
79 C -1.14
80 C 0.02
81 H 0.42
82 H 0.45
83 H 0.41
84 H 0.51
85 H 0.62
86 H 0.53

Density functional theory data (ωB97M-V with the def2-TZVPD basis set) for 5 unconnected molecules or ions with the total composition C33H32N2O12S2 at a distorted geometry.

Element x y z (Å)
O 2.56946 1.14396 0.14389
S 2.61203 -0.06044 0.96668
O 4.17912 -0.59714 0.92438
O 1.70325 -1.27693 0.23227
C 0.88112 -1.86995 1.26841
C -0.65833 -1.91522 0.85301
C -1.13805 -3.35868 0.42009
C -2.57300 -3.75504 0.93881
C -3.55801 -2.53989 1.13071
C -3.61762 -2.00944 2.63908
C -5.07121 -1.65986 3.12572
S -5.46889 0.15420 3.01176
C -5.94884 0.39936 1.28697
N -7.11451 0.83645 0.76440
N -6.86721 0.79505 -0.57401
C -5.62796 0.38937 -0.86330
O -4.99973 0.13138 0.35320
H 4.63379 -0.32078 1.74660
H 0.95136 -1.19078 2.16587
H 1.22207 -2.87478 1.61730
H -1.21046 -1.47896 1.71530
H -0.71246 -1.25877 -0.06044
H -0.38731 -4.10623 0.78959
H -1.10794 -3.41683 -0.69161
H -3.02681 -4.41111 0.14134
H -2.54060 -4.41302 1.85252
H -3.27702 -1.70080 0.45233
H -4.59305 -2.93476 0.92650
H -3.06547 -2.70426 3.31819
H -3.03253 -1.04529 2.64958
H -5.11546 -1.89714 4.22456
H -5.86900 -2.22130 2.58628
H -5.15143 0.25226 -1.85150
C 6.05654 -3.75182 4.32168
C 5.33690 -2.64740 4.13529
C 5.98229 -1.31967 4.03094
O 5.32380 -0.30853 3.86234
C 7.45702 -1.26486 4.13991
C 8.17787 -2.36868 4.32629
C 7.53327 -3.69850 4.43089
O 8.18844 -4.70451 4.59866
H 5.60228 -4.73128 4.40107
H 4.25736 -2.66768 4.05250
H 7.91030 -0.28486 4.06037
H 9.25714 -2.34736 4.40888
C 1.54237 -2.03756 -3.69786
C 1.21542 -2.71036 -2.59574
C 0.93051 -4.16182 -2.63844
O 0.62935 -4.78023 -1.63486
C 1.02428 -4.83771 -3.95344
C 1.35104 -4.16559 -5.05525
C 1.63637 -2.71269 -5.01244
O 1.93615 -2.10014 -6.01622
H 1.75345 -0.97550 -3.68490
H 1.14390 -2.23212 -1.62911
H 0.81315 -5.89969 -3.96568
H 1.42346 -4.64355 -6.02414
C -4.25394 5.92738 -2.74958
C -3.97898 4.73569 -3.27548
C -3.70601 3.56209 -2.41558
O -3.45264 2.47410 -2.89444
C -3.75213 3.76393 -0.95041
C -4.02685 4.95474 -0.42345
C -4.29995 6.12927 -1.28263
O -4.55253 7.21574 -0.80418
H -4.45540 6.79698 -3.36226
H -3.94177 4.56998 -4.34481
H -3.55024 2.89389 -0.33794
H -4.06369 5.11950 0.64594
C 2.37056 6.31033 -2.74110
C 1.11296 5.87699 -2.68523
C 0.68970 4.87587 -1.67908
O -0.45800 4.47893 -1.62923
C 1.71836 4.37712 -0.73722
C 2.97587 4.81055 -0.79316
C 3.39936 5.81119 -1.79873
O 4.54518 6.20889 -1.84973
H 2.69835 7.04093 -3.46984
H 0.34841 6.23142 -3.36527
H 1.39153 3.64619 -0.00864
H 3.73989 4.45580 -0.11318

Kohn-Sham gap = 0.2669 Eh
Net charge = 0
LUMO energy = -2.12 eV

Per-atom Mulliken charges, elementary charge units:
1 O -0.47
2 S 0.58
3 O -0.41
4 O -0.34
5 C -0.84
6 C 0.34
7 C -0.25
8 C -1.07
9 C -0.37
10 C -0.57
11 C -0.88
12 S -0.13
13 C 0.32
14 N -0.37
15 N -0.38
16 C 0.00
17 O -0.02
18 H 0.34
19 H 0.64
20 H 0.13
21 H -0.33
22 H 0.25
23 H 0.37
24 H 0.12
25 H 0.27
26 H 0.41
27 H 0.05
28 H 0.64
29 H 0.50
30 H 0.27
31 H 0.32
32 H 0.40
33 H 0.41
34 C -0.31
35 C -0.25
36 C 0.47
37 O -0.63
38 C -0.44
39 C -0.32
40 C 0.34
41 O -0.53
42 H 0.41
43 H 0.44
44 H 0.41
45 H 0.41
46 C -0.53
47 C 0.06
48 C 0.33
49 O -0.56
50 C -0.45
51 C -0.43
52 C 0.29
53 O -0.55
54 H 0.50
55 H 0.58
56 H 0.43
57 H 0.40
58 C -0.37
59 C -0.39
60 C 0.37
61 O -0.61
62 C -0.32
63 C -0.42
64 C 0.36
65 O -0.57
66 H 0.43
67 H 0.44
68 H 0.61
69 H 0.43
70 C -0.40
71 C -0.34
72 C 0.31
73 O -0.41
74 C -0.26
75 C -0.31
76 C 0.35
77 O -0.56
78 H 0.40
79 H 0.42
80 H 0.41
81 H 0.41

Density functional theory data (ωB97M-V with the def2-TZVPD basis set) for a molecular structure, C33H33BClF4N3Ti at a distorted geometry.

Element x y z (Å)
Ti -0.17751 0.10756 0.59173
C -0.91352 0.67764 3.86821
C -0.44051 1.52635 2.72731
C 0.92351 1.81445 2.64033
C 1.38936 2.77157 1.75716
C 2.85489 3.04183 1.67075
C 0.50863 3.38356 0.87502
C -0.86306 3.15452 0.93230
C -1.82845 4.06365 0.17616
C -1.29983 2.15169 1.82237
H -1.11924 1.29572 4.72837
H -0.19897 -0.08843 4.13429
H -1.85904 0.20531 3.56534
H 1.61925 1.30658 3.28931
H 3.05186 4.11054 1.73069
H 3.27846 2.66103 0.74781
H 3.42346 2.59641 2.48252
H 0.88988 4.10558 0.15291
H -2.02887 4.93198 0.81719
H -1.34047 4.39082 -0.74815
H -2.79964 3.64984 -0.09204
H -2.38160 1.97030 1.90740
C 3.35983 -2.12973 -2.43717
C 2.71017 -2.98417 -1.37849
C 3.40274 -4.06475 -0.80885
C 2.82316 -4.73848 0.24705
C 1.59865 -4.33862 0.72171
C 0.95455 -3.33602 0.03651
N 1.47632 -2.67559 -0.97367
C -0.46681 -3.05215 0.42128
C -1.17631 -4.07791 0.99846
C -2.45407 -3.85963 1.49423
C -3.04724 -2.63380 1.25145
C -2.34021 -1.69775 0.54159
N -1.04923 -1.87562 0.20187
C -3.02660 -0.51114 -0.00255
C -4.38614 -0.48149 -0.08535
C -4.94873 0.54195 -0.81016
C -4.15118 1.42081 -1.47138
C -2.75565 1.29131 -1.38263
C -1.96023 2.19023 -2.28477
N -2.19316 0.40231 -0.56336
H 2.59649 -1.57084 -3.01734
H 4.07603 -1.39771 -1.97416
H 3.93939 -2.72393 -3.10750
H 4.39064 -4.35333 -1.19092
H 3.34532 -5.52724 0.75991
H 1.14026 -4.79710 1.56639
H -0.78694 -5.05207 1.13435
H -3.02371 -4.62764 2.01458
H -4.06208 -2.39422 1.57301
H -5.02496 -1.23970 0.32224
H -6.00808 0.57172 -0.89250
H -4.54498 2.19558 -2.08810
H -2.42533 3.15737 -2.34097
H -0.90719 2.28103 -1.94902
H -1.89807 1.76794 -3.29530
Cl 0.55326 2.24185 -5.87872
C 0.72057 1.72376 -4.26107
C 0.23252 0.48096 -3.86416
C 0.51485 0.01204 -2.58610
C 1.24319 0.80980 -1.70369
C 1.63316 0.33685 -0.34773
C 1.63330 2.09312 -2.10750
C 1.41430 2.53795 -3.38790
H -0.26779 -0.15971 -4.56909
H 0.20834 -0.97860 -2.29129
H 2.30761 1.00087 0.17249
H 1.99577 -0.70353 -0.34780
H 2.18988 2.70060 -1.37160
H 1.77676 3.51502 -3.73823
F 1.63355 -3.11120 3.45415
B 2.40592 -2.05705 3.36741
F 3.33722 -2.05474 2.40022
F 2.22793 -0.98712 4.09488
F 0.37437 -0.90898 1.95831

Kohn-Sham gap = 0.2538 Eh
Energy relative to the best compared isomer or geometry (same formula, charge and spin) = 19.5 kcal per mole
Net charge = +2
LUMO energy = -7.14 eV

Per-atom Mulliken charges, elementary charge units:
1 Ti -0.05
2 C -1.50
3 C -0.11
4 C 0.18
5 C 0.32
6 C -1.48
7 C 0.01
8 C 1.14
9 C -1.64
10 C -0.69
11 H 0.44
12 H 0.22
13 H 0.32
14 H 0.43
15 H 0.44
16 H 0.30
17 H 0.39
18 H 0.53
19 H 0.49
20 H 0.39
21 H 0.31
22 H 0.36
23 C -1.26
24 C 1.04
25 C -0.95
26 C -0.93
27 C -1.01
28 C 1.10
29 N -0.12
30 C 0.89
31 C -1.28
32 C -1.17
33 C -1.05
34 C 1.01
35 N 0.27
36 C 0.78
37 C -1.27
38 C -1.00
39 C -1.15
40 C 0.61
41 C -1.33
42 N 1.41
43 H 0.08
44 H 0.22
45 H 0.61
46 H 0.46
47 H 0.48
48 H 0.50
49 H 0.74
50 H 0.48
51 H 0.49
52 H 0.43
53 H 0.51
54 H 0.61
55 H 0.58
56 H -0.19
57 H 0.52
58 Cl -0.16
59 C 0.31
60 C -1.59
61 C 1.01
62 C 0.92
63 C -1.06
64 C -0.40
65 C -0.93
66 H 0.49
67 H 0.42
68 H 0.68
69 H -0.04
70 H 0.34
71 H 0.47
72 F -0.17
73 B 0.57
74 F -0.23
75 F -0.16
76 F -0.37